C48H134N8O23 | ωB97M-V/def2-TZVPD

Computed properties:
LUMO: 0.245 eV
E_HOMO: -7.31 eV

Element x y z (Å)
O: 1.33 4.17 2.04
H: 2.08 4.22 1.45
H: 1.73 4.11 2.92
O: 1.61 -3.38 1.57
H: 2.22 -3.05 2.23
H: 0.98 -2.67 1.46
O: -0.74 -3.66 3.52
H: -0.29 -3.99 4.29
H: -1.16 -4.43 3.13
O: -3.40 0.91 2.74
H: -4.05 0.33 3.15
H: -3.66 0.96 1.83
O: -3.19 -4.06 3.69
H: -4.03 -3.83 4.09
H: -2.76 -3.22 3.55
O: 3.77 0.73 2.02
H: 4.17 -0.03 1.60
H: 2.94 0.85 1.55
O: 0.72 -5.00 0.48
H: 0.90 -4.28 1.09
H: -0.06 -5.43 0.84
C: 9.68 -3.33 3.49
O: 9.73 -3.28 2.00
C: 8.62 -3.98 1.43
C: 7.24 -3.44 1.88
N: 7.20 -1.92 1.69
C: 5.94 -1.20 1.99
C: 4.80 -1.51 0.98
O: 3.46 -0.74 1.13
C: 2.52 -1.01 0.12
H: 8.91 -3.94 3.97
H: 9.51 -2.32 3.87
H: 10.64 -3.79 3.74
H: 8.82 -4.96 1.85
H: 8.70 -3.95 0.34
H: 7.16 -3.74 2.93
H: 6.53 -3.97 1.25
H: 7.97 -1.51 2.19
H: 6.15 -0.19 2.33
H: 5.55 -1.53 2.95
H: 4.71 -2.58 0.81
H: 5.18 -1.14 0.03
H: 1.88 -0.13 0.01
H: 1.90 -1.90 0.24
H: 3.04 -1.31 -0.79
C: 2.60 5.82 0.25
O: 2.68 6.33 -1.08
C: 3.51 5.48 -1.92
C: 2.67 5.02 -3.14
N: 3.39 3.97 -3.89
C: 3.28 2.59 -3.26
C: 2.51 1.65 -4.29
O: 3.16 1.67 -5.59
C: 2.67 0.88 -6.70
H: 3.46 6.06 0.86
H: 2.45 4.74 0.31
H: 1.75 6.30 0.72
H: 3.95 4.68 -1.33
H: 4.22 6.15 -2.40
H: 2.73 5.79 -3.91
H: 1.63 4.79 -2.91
H: 2.92 3.99 -4.78
H: 2.67 2.70 -2.36
H: 4.31 2.30 -3.07
H: 1.54 2.13 -4.38
H: 2.28 0.67 -3.86
H: 1.77 1.41 -7.04
H: 2.45 -0.12 -6.33
H: 3.32 0.94 -7.57
C: 4.43 -4.10 2.86
O: 3.26 -3.30 3.17
C: 3.62 -2.02 3.50
C: 2.44 -1.07 3.33
N: 1.42 -1.22 4.29
C: 0.12 -0.94 3.68
C: -0.93 -0.84 4.86
O: -0.64 0.19 5.78
C: -0.79 1.60 5.36
H: 4.12 -5.09 2.53
H: 5.06 -4.23 3.74
H: 4.88 -3.62 1.99
H: 4.48 -1.65 2.94
H: 3.89 -2.08 4.55
H: 2.07 -0.97 2.31
H: 2.77 -0.07 3.59
H: 1.53 -0.58 5.06
H: -0.27 -1.72 3.03
H: 0.09 -0.05 3.05
H: -1.04 -1.84 5.27
H: -1.94 -0.65 4.51
H: -0.75 2.04 6.35
H: -1.81 1.70 4.98
H: -0.12 1.97 4.58
C: -6.68 6.31 -0.05
O: -5.29 6.52 -0.17
C: -4.81 7.78 0.09
C: -3.38 7.62 0.47
N: -3.30 6.79 1.70
C: -1.95 6.41 2.00
C: -1.44 5.13 1.17
O: -2.45 4.20 0.92
C: -2.13 2.83 0.95
H: -7.03 5.44 -0.61
H: -7.29 7.18 -0.25
H: -6.88 6.03 0.99
H: -5.36 8.41 0.79
H: -4.83 8.27 -0.88
H: -2.94 8.61 0.48
H: -2.97 6.93 -0.27
H: -3.75 5.90 1.53
H: -2.04 5.88 2.95
H: -1.20 7.20 1.92
H: -0.55 4.69 1.61
H: -1.12 5.42 0.17
H: -3.04 2.24 0.83
H: -1.78 2.47 1.91
H: -1.39 2.67 0.17
C: -10.42 -2.00 4.05
O: -9.71 -2.01 2.83
C: -9.73 -3.29 2.23
C: -9.12 -3.21 0.81
N: -7.69 -3.22 1.13
C: -6.97 -3.15 -0.13
C: -5.56 -3.25 0.26
O: -5.08 -1.97 0.72
C: -3.66 -1.94 0.86
H: -10.10 -1.11 4.59
H: -10.13 -2.80 4.73
H: -11.49 -1.95 3.85
H: -10.72 -3.72 2.05
H: -9.16 -3.97 2.86
H: -9.35 -2.29 0.28
H: -9.40 -4.09 0.22
H: -7.49 -2.33 1.56
H: -7.10 -2.28 -0.78
H: -7.22 -3.99 -0.76
H: -5.07 -3.45 -0.70
H: -5.41 -4.01 1.03
H: -3.38 -2.80 1.47
H: -3.29 -1.05 1.36
H: -3.20 -2.12 -0.12
C: -1.57 -2.68 -3.43
O: -0.41 -1.96 -3.65
C: 0.42 -2.68 -4.53
C: 1.59 -1.80 -4.89
N: 2.63 -1.84 -3.84
C: 3.88 -1.19 -4.17
C: 4.87 -1.17 -2.94
O: 4.57 -0.20 -1.93
C: 5.16 1.10 -2.19
H: -1.25 -3.65 -3.03
H: -2.05 -2.91 -4.38
H: -2.29 -2.22 -2.76
H: -0.09 -2.93 -5.47
H: 0.74 -3.63 -4.10
H: 1.23 -0.78 -5.04
H: 1.98 -1.99 -5.90
H: 2.22 -1.67 -2.93
H: 3.79 -0.19 -4.60
H: 4.25 -1.82 -4.98
H: 5.87 -1.08 -3.34
H: 4.92 -2.14 -2.44
H: 4.86 1.72 -1.35
H: 4.71 1.53 -3.08
H: 6.24 1.13 -2.31
C: 2.88 1.22 -1.41
O: 2.30 1.23 -0.09
C: 1.30 2.35 0.12
C: 0.42 2.07 1.37
N: -0.52 0.89 1.06
C: -1.50 0.43 2.07
C: -2.09 -0.88 1.58
O: -1.21 -1.96 1.91
C: -1.73 -3.25 1.53
H: 2.28 1.18 -2.32
H: 3.67 0.47 -1.46
H: 3.39 2.18 -1.50
H: 0.66 2.53 -0.75
H: 1.86 3.28 0.16
H: -0.18 2.93 1.64
H: 1.12 1.98 2.20
H: 0.15 0.23 0.69
H: -2.23 1.24 2.11
H: -0.98 0.27 3.01
H: -2.40 -0.93 0.54
H: -2.96 -1.12 2.19
H: -1.93 -3.29 0.46
H: -2.65 -3.50 2.07
H: -1.02 -4.07 1.61
C: -3.74 -4.02 -3.81
O: -3.48 -2.62 -3.55
C: -4.02 -1.69 -4.44
C: -3.31 -0.33 -4.38
N: -2.06 -0.22 -5.15
C: -1.35 1.10 -4.98
C: -0.35 1.06 -3.79
O: -0.95 0.53 -2.60
C: 0.07 0.33 -1.63
H: -3.24 -4.11 -4.77
H: -4.75 -4.37 -4.05
H: -3.37 -4.72 -3.06
H: -5.09 -1.68 -4.24
H: -3.83 -2.18 -5.39
H: -3.26 0.06 -3.36
H: -4.01 0.33 -4.88
H: -1.48 -0.90 -4.70
H: -1.91 2.04 -5.00
H: -0.86 1.20 -5.95
H: 0.04 2.06 -3.55
H: 0.53 0.47 -4.06
H: 0.49 1.34 -1.64
H: 0.76 -0.44 -1.98
H: -0.36 0.11 -0.65

C48H138N12O15 | ωB97M-V/def2-TZVPD

Computed properties:
LUMO (alpha / beta): -2.220 / -7.877 eV
net charge: +1
E_HOMO (alpha / beta): -9.88 / -9.88 eV
2S+1: 2

Element x y z (Å)
O: -1.19 1.43 -5.89
H: -1.77 1.05 -6.55
H: -1.67 2.19 -5.55
O: 2.41 2.23 -3.00
H: 2.41 2.50 -3.92
H: 1.49 2.17 -2.76
O: -1.48 4.25 -5.29
H: -0.96 4.46 -6.06
H: -2.00 5.04 -5.12
C: -10.08 2.15 -1.85
C: -8.75 1.54 -1.96
C: -8.22 1.03 -0.64
O: -6.89 0.48 -0.80
C: -5.86 1.44 -1.01
N: -8.76 0.40 -2.81
H: -10.86 1.42 -1.64
H: -10.32 2.76 -2.72
H: -10.12 2.82 -0.99
H: -8.18 2.35 -2.42
H: -8.78 0.23 -0.15
H: -8.42 1.84 0.06
H: -5.96 1.69 -2.06
H: -4.94 0.91 -0.76
H: -5.83 2.39 -0.47
H: -7.92 -0.08 -2.49
H: -9.53 -0.17 -2.49
C: 2.12 -1.72 -2.78
C: 3.53 -1.43 -2.32
C: 4.69 -1.54 -3.32
O: 4.80 -2.84 -3.81
C: 5.41 -3.72 -2.96
N: 3.47 -0.12 -1.64
H: 1.84 -0.89 -3.43
H: 1.47 -1.71 -1.90
H: 2.06 -2.62 -3.38
H: 3.68 -2.17 -1.54
H: 5.65 -1.08 -3.10
H: 4.37 -0.94 -4.18
H: 6.41 -3.36 -2.75
H: 5.37 -4.72 -3.40
H: 4.88 -3.69 -2.01
H: 3.21 0.61 -2.29
H: 2.75 -0.17 -0.93
C: -3.69 5.12 1.05
C: -2.14 5.12 0.92
C: -1.44 3.94 1.58
O: -1.72 4.00 3.02
C: -1.04 2.95 3.75
N: -2.09 4.97 -0.48
H: -4.17 4.23 0.65
H: -4.02 6.00 0.50
H: -3.97 5.23 2.10
H: -1.64 6.01 1.31
H: -0.35 3.91 1.45
H: -1.80 3.01 1.15
H: -1.36 3.02 4.79
H: 0.05 3.06 3.73
H: -1.29 1.98 3.32
H: -2.71 5.67 -0.87
H: -1.14 5.16 -0.77
C: -1.94 -1.15 9.82
C: -3.18 -1.68 9.14
C: -2.88 -2.49 7.82
O: -2.52 -1.51 6.76
C: -2.58 -2.21 5.50
N: -3.87 -2.50 10.06
H: -1.26 -1.93 10.17
H: -2.29 -0.62 10.70
H: -1.44 -0.43 9.18
H: -3.83 -0.83 8.93
H: -3.80 -2.98 7.51
H: -1.99 -3.08 8.02
H: -1.94 -3.09 5.39
H: -2.31 -1.47 4.74
H: -3.59 -2.45 5.17
H: -4.10 -1.96 10.89
H: -4.79 -2.73 9.74
C: 2.08 7.40 -3.96
C: 1.95 5.87 -3.70
C: 0.63 5.49 -3.05
O: 0.56 6.06 -1.68
C: 1.61 5.60 -0.74
N: 2.21 5.11 -4.95
H: 2.99 7.59 -4.53
H: 2.12 7.95 -3.02
H: 1.23 7.74 -4.55
H: 2.73 5.49 -3.04
H: 0.63 4.41 -2.95
H: -0.22 5.82 -3.66
H: 1.66 4.52 -0.88
H: 1.19 5.88 0.23
H: 2.61 6.00 -0.89
H: 1.51 5.45 -5.60
H: 2.10 4.11 -4.91
C: 5.04 -3.15 4.85
C: 5.20 -2.00 3.93
C: 3.88 -1.39 3.35
O: 4.24 -0.28 2.48
C: 3.15 0.00 1.68
N: 6.00 -0.99 4.58
H: 4.77 -4.05 4.30
H: 4.19 -2.91 5.49
H: 5.93 -3.29 5.46
H: 5.75 -2.34 3.05
H: 3.14 -1.12 4.10
H: 3.30 -2.11 2.79
H: 2.88 -0.94 1.20
H: 3.49 0.68 0.90
H: 2.36 0.53 2.21
H: 5.38 -0.71 5.32
H: 6.71 -1.53 5.05
C: 2.40 1.46 -7.67
C: 2.77 1.78 -6.21
C: 4.05 2.61 -6.25
O: 5.26 1.94 -6.71
C: 6.49 2.64 -6.41
N: 1.64 2.41 -5.60
H: 3.19 0.90 -8.16
H: 2.19 2.27 -8.37
H: 1.49 0.86 -7.63
H: 2.95 0.89 -5.61
H: 4.11 3.01 -5.24
H: 3.97 3.37 -7.03
H: 6.33 3.72 -6.39
H: 7.23 2.52 -7.20
H: 6.92 2.45 -5.43
H: 1.14 2.95 -6.29
H: 0.95 1.68 -5.52
C: 4.27 -7.30 0.08
C: 4.81 -5.89 0.31
C: 3.69 -4.90 0.70
O: 2.81 -4.79 -0.41
C: 1.80 -3.91 -0.06
N: 5.90 -6.01 1.24
H: 3.67 -7.57 0.96
H: 4.92 -8.10 -0.26
H: 3.66 -7.16 -0.81
H: 5.18 -5.56 -0.66
H: 4.21 -3.98 0.99
H: 3.22 -5.26 1.62
H: 1.09 -3.62 -0.84
H: 2.14 -2.98 0.40
H: 1.11 -4.29 0.70
H: 6.69 -6.41 0.76
H: 6.22 -5.08 1.47
C: -2.13 -5.56 1.07
C: -1.92 -4.29 1.85
C: -3.13 -3.27 1.78
O: -3.32 -2.74 0.43
C: -4.09 -1.54 0.34
N: -1.70 -4.68 3.22
H: -2.31 -5.27 0.04
H: -2.97 -6.20 1.34
H: -1.20 -6.13 1.00
H: -1.03 -3.84 1.40
H: -3.06 -2.47 2.51
H: -4.04 -3.83 2.02
H: -4.95 -1.70 0.99
H: -4.33 -1.40 -0.72
H: -3.51 -0.73 0.78
H: -1.18 -5.54 3.17
H: -2.61 -4.92 3.58
C: -2.38 1.82 -1.49
C: -0.88 1.70 -1.30
C: -0.43 0.46 -0.47
O: -0.88 0.56 0.86
C: -0.57 -0.68 1.52
N: -0.27 1.65 -2.64
H: -2.79 1.80 -0.48
H: -2.90 1.04 -2.04
H: -2.55 2.81 -1.93
H: -0.44 2.58 -0.83
H: 0.66 0.34 -0.47
H: -0.80 -0.45 -0.94
H: 0.45 -1.05 1.57
H: -1.19 -1.45 1.04
H: -0.88 -0.64 2.56
H: -0.75 2.32 -3.22
H: -0.67 0.83 -3.07
C: -2.06 -2.70 -3.10
C: -1.77 -2.00 -4.38
C: -2.04 -2.77 -5.70
O: -1.81 -1.99 -6.92
C: -0.42 -1.63 -7.09
N: -2.48 -0.75 -4.36
H: -2.17 -1.99 -2.28
H: -1.22 -3.35 -2.85
H: -3.01 -3.25 -3.12
H: -0.72 -1.74 -4.46
H: -3.09 -3.07 -5.78
H: -1.46 -3.69 -5.77
H: 0.15 -1.00 -6.41
H: -0.26 -1.04 -7.99
H: 0.08 -2.58 -7.24
H: -3.39 -1.00 -4.72
H: -1.98 -0.17 -5.02
C: 0.84 -0.16 5.33
C: 1.23 -0.57 6.77
C: 1.17 0.65 7.75
O: 2.41 1.26 7.62
C: 2.32 2.69 7.75
N: 0.22 -1.52 7.19
H: 1.45 0.69 5.03
H: -0.17 0.24 5.20
H: 0.80 -1.04 4.67
H: 2.15 -1.16 6.79
H: 1.10 0.18 8.73
H: 0.27 1.24 7.58
H: 1.83 2.97 8.68
H: 1.78 3.03 6.87
H: 3.31 3.13 7.63
H: -0.70 -1.22 6.90
H: 0.21 -1.53 8.20